Entry 1:
The following is a DFT calculation (ωB97M-V/def2-TZVPD) of a cluster of 2 separate species, C2H8N3 in total in a non-equilibrium geometry.

As for the orbital gap: 10.64 eV. The electronic energy comes out at -6666.999 eV. The calculation puts the relative energy (zero: lowest compared OMol25 entry of this formula, charge and spin) at 37.6 kcal per mole. Its total charge is +1.

Atoms and positions in Å:
1 C -2.32073 0.85723 -0.91717
2 N -1.59151 -0.17135 -1.07411
3 H -1.78431 1.74443 -0.58059
4 H -3.37574 0.80733 -1.16544
5 H -2.00063 -0.94457 -1.59306
6 H 1.50663 1.21012 0.08568
7 N 0.56645 -1.08506 0.49851
8 C 1.66466 -0.58511 0.99327
9 N 2.11510 0.58346 0.59305
10 H -0.00241 -0.48672 -0.15051
11 H -0.15402 -1.55935 1.03245
12 H 2.27016 -1.15349 1.69920
13 H 3.10634 0.78309 0.57872

---

Entry 2:
The following is a DFT calculation (ωB97M-V/def2-TZVPD) of a structure of composition C32H79NO16S5 in a non-equilibrium geometry.

As for the orbital gap: 6.91 eV. The electronic energy comes out at -122850.452 eV. Its total charge is 0.

Atoms and positions in Å:
1 C -3.96986 3.05642 1.18483
2 C -4.06135 1.57648 1.64113
3 C -2.68138 1.13157 2.22792
4 N -2.77921 -0.16320 3.16076
5 C -3.36123 -1.37609 2.42457
6 C -3.53005 0.24936 4.42363
7 C -3.06672 -0.83603 5.47773
8 C -1.60159 -1.08967 5.05060
9 C -1.38045 -0.35124 3.71422
10 H -4.79279 3.39742 0.55665
11 H -3.07748 3.14194 0.56478
12 H -3.83705 3.74855 2.01634
13 H -4.28182 0.98902 0.74985
14 H -4.85527 1.49102 2.38308
15 H -2.22738 1.99659 2.71136
16 H -2.02782 0.79813 1.42185
17 H -2.67817 -1.57316 1.59832
18 H -4.32620 -1.15479 1.96853
19 H -3.27858 -2.31005 2.98042
20 H -4.59373 0.27812 4.18729
21 H -3.26713 1.24732 4.77442
22 H -3.63591 -1.75104 5.31374
23 H -3.02741 -0.52446 6.52151
24 H -1.39754 -2.14152 4.85042
25 H -0.87001 -0.86909 5.82791
26 H -0.73431 -0.90220 3.03081
27 H -0.99806 0.66457 3.81429
28 C -1.14830 1.80935 0.28294
29 C -0.39789 0.60264 0.77077
30 C 0.96577 0.37291 0.03333
31 O -0.32342 0.73149 2.19685
32 H -1.45944 1.79924 -0.76166
33 H -0.56305 2.72302 0.38676
34 H -2.12660 1.98393 0.73078
35 H -0.99368 -0.23228 0.40194
36 H 1.61497 1.24584 0.10124
37 H 0.86766 0.16824 -1.03277
38 H 1.54220 -0.43359 0.48653
39 O 2.84795 1.95416 -0.25987
40 S 3.15572 2.47972 1.14218
41 O 4.46758 2.14921 1.70488
42 O 2.91675 4.14014 1.22235
43 C 1.84524 4.71672 0.56524
44 C 2.29401 5.69125 -0.51850
45 C 1.80589 1.94453 2.28779
46 H 1.18454 5.18506 1.29478
47 H 1.22921 4.01068 0.00836
48 H 1.50599 6.24798 -1.02561
49 H 2.93111 5.19473 -1.25040
50 H 2.87211 6.44418 0.01721
51 H 0.81061 2.15511 1.89642
52 H 2.08004 2.28708 3.28559
53 H 1.84118 0.85623 2.23824
54 O -0.84612 -3.05263 -2.49611
55 S -2.09218 -3.52274 -1.91976
56 O -2.10014 -4.44830 -0.72931
57 O -2.85202 -2.11214 -1.40383
58 C -2.70911 -0.83207 -2.14420
59 C -2.65772 0.35417 -1.24647
60 C -3.21884 -4.00917 -3.27243
61 H -3.30806 -0.55468 -3.01162
62 H -1.71208 -0.86674 -2.58332
63 H -1.89218 0.29497 -0.47282
64 H -3.66512 0.50346 -0.85793
65 H -2.49268 1.28230 -1.79367
66 H -3.14591 -3.26535 -4.06585
67 H -4.22821 -4.24163 -2.93299
68 H -2.76781 -4.94413 -3.60488
69 O 1.83377 -3.53132 -3.59133
70 S 1.86037 -3.42985 -2.11430
71 O 3.00886 -3.27335 -1.28052
72 O 0.84513 -2.13945 -1.70005
73 C 0.59025 -1.18664 -2.74085
74 C 1.80133 -0.18462 -2.78721
75 C 0.83184 -4.68587 -1.36271
76 H -0.25451 -0.67754 -2.27683
77 H 0.35917 -1.70973 -3.66880
78 H 1.63780 0.66063 -2.11870
79 H 1.86754 0.28904 -3.76668
80 H 2.73664 -0.68594 -2.53826
81 H 1.03561 -4.64452 -0.29272
82 H 1.26918 -5.65102 -1.61827
83 H -0.22311 -4.75566 -1.62784
84 O -0.32477 -4.57404 1.50106
85 S -1.18540 -3.43150 1.73349
86 O -2.66963 -3.43766 1.80129
87 O -0.53925 -2.39362 2.86893
88 C 0.89151 -2.14230 2.77176
89 C 1.29545 -1.19478 3.92489
90 C -0.84139 -2.44161 0.20840
91 H 1.24925 -1.79003 1.80428
92 H 1.41440 -3.07492 2.98363
93 H 0.95779 -1.60083 4.87842
94 H 0.76943 -0.25816 3.74010
95 H 2.34499 -0.94770 4.08458
96 H -1.56877 -2.81663 -0.51159
97 H 0.18222 -2.71728 -0.04524
98 H -0.88512 -1.35749 0.31268
99 O 5.26429 -1.27055 2.61671
100 S 4.62058 -0.52957 1.56917
101 O 5.07720 0.81857 1.24799
102 O 4.56445 -1.61010 0.27857
103 C 4.12552 -1.05691 -0.96873
104 C 4.75331 -1.78335 -2.11208
105 C 2.76186 -0.61013 1.99912
106 H 4.43570 -0.02094 -1.10533
107 H 3.04142 -1.15083 -1.03203
108 H 4.32723 -1.34952 -3.01671
109 H 4.51821 -2.84404 -2.02395
110 H 5.82154 -1.56662 -2.11443
111 H 2.66538 0.21204 2.70822
112 H 2.45873 -1.57678 2.40137
113 H 2.22437 -0.42442 1.06923
114 C 2.07107 3.26845 -1.71955
115 C 0.52989 3.18817 -1.69157
116 C -0.20556 1.87178 -2.26560
117 C 0.11739 1.79443 -3.80217
118 C -0.54236 0.69856 -4.66541
119 C -0.20240 0.84469 -6.18281
120 H 2.49029 2.34110 -1.32920
121 H 2.44056 3.98982 -0.99071
122 H 2.44000 3.39224 -2.73772
123 H 0.27620 3.24664 -0.63311
124 H -0.04172 3.98927 -2.16018
125 H -1.25900 1.83522 -1.98805
126 H 0.17324 0.98199 -1.76272
127 H -0.11803 2.78617 -4.18835
128 H 1.20031 1.67340 -3.82945
129 H -0.15156 -0.25251 -4.30368
130 H -1.63000 0.74175 -4.60813
131 H 0.87859 0.73041 -6.26343
132 H -0.69817 0.03309 -6.71538
133 H -0.45838 1.85615 -6.49826

---

Entry 3:
The following is a DFT calculation (ωB97M-V/def2-TZVPD) of a structure of composition C9H15AsCsO.

As for the orbital gap: 9.97 eV. The electronic energy comes out at -73005.653 eV. The calculation puts the relative energy (zero: lowest compared OMol25 entry of this formula, charge and spin) at 0.0 kcal per mole. Its total charge is +1.

Atoms and positions in Å:
1 Cs 1.18964 -1.92196 0.29104
2 C 3.69881 -0.84828 2.62917
3 C 4.41693 -0.70641 1.44700
4 C 4.07897 0.29693 0.54528
5 C 3.02713 1.16100 0.82761
6 C 2.31122 1.02084 2.01135
7 C 2.64740 0.01690 2.91282
8 H 3.98647 -1.60408 3.34895
9 H 5.25381 -1.36082 1.23929
10 H 4.65285 0.42045 -0.36425
11 H 2.77633 1.95397 0.13502
12 H 1.50692 1.70751 2.24175
13 H 2.11155 -0.07265 3.84916
14 C -2.21953 1.39998 -2.31206
15 As -2.48452 -0.21395 -1.30216
16 C -3.35234 -1.46098 -2.47693
17 C -3.71082 0.20516 0.11494
18 O -1.06636 -0.83247 -0.70773
19 H -3.17661 1.76160 -2.68401
20 H -1.55418 1.18581 -3.14614
21 H -1.76351 2.14982 -1.66876
22 H -4.28454 -1.04130 -2.85154
23 H -3.55483 -2.37802 -1.92725
24 H -2.68755 -1.67945 -3.31038
25 H -4.63669 0.60961 -0.29049
26 H -3.24763 0.93611 0.77471
27 H -3.91892 -0.70530 0.67359

---

Entry 4:
The following is a DFT calculation (ωB97M-V/def2-TZVPD) of a structure of composition C22H44CrN3O2P3 in a non-equilibrium geometry.

As for the orbital gap (spin up / spin down): 3.55 / 3.74 eV. The electronic energy comes out at -88353.926 eV. Its total charge is +3. Its expectation value of S² is 3.968. Its multiplicity is 4.

Atoms and positions in Å:
1 Cr -0.03031 -0.13604 1.09312
2 P -1.55672 -2.08328 1.13494
3 P 1.57099 -1.23765 2.66211
4 P 1.58953 -2.03805 -2.30171
5 H -0.70759 4.76540 -3.22870
6 C -0.97005 3.87863 -3.82737
7 C -2.09601 3.16403 -3.76421
8 H -2.96117 3.35448 -3.11248
9 C -3.06779 -1.53217 1.99628
10 C -1.15742 -3.67662 1.93856
11 C -2.15165 -2.54263 -0.52025
12 C 3.14739 -0.35730 2.58021
13 C 0.92268 -0.87248 4.32463
14 C 2.01743 -3.00097 2.68074
15 C 1.96406 -2.31318 -4.04253
16 C 1.45540 -3.59742 -1.37528
17 C 2.83139 -1.02400 -1.46035
18 H -0.25152 3.58890 -4.61007
19 H -2.19613 2.35511 -4.50121
20 H -3.41653 -0.59316 1.54004
21 H -2.84405 -1.34471 3.05779
22 H -3.84604 -2.30429 1.88595
23 H -0.86240 -3.52050 2.98450
24 H -0.32856 -4.17308 1.41592
25 H -2.03331 -4.34367 1.92139
26 H -1.91255 -1.73273 -1.22401
27 H -3.23969 -2.66680 -0.51315
28 H -1.67654 -3.47447 -0.84672
29 H 3.82041 -0.69345 3.37872
30 H 2.95354 0.71576 2.68167
31 H 3.61193 -0.53085 1.60320
32 H 1.44958 -1.47084 5.08192
33 H -0.15197 -1.09942 4.35494
34 H 1.05273 0.19637 4.53950
35 H 3.02104 -3.12769 3.10389
36 H 2.02439 -3.39181 1.65721
37 H 1.30646 -3.59026 3.27024
38 H 2.50030 -3.25919 -4.19068
39 H 2.53440 -1.46734 -4.43095
40 H 1.01470 -2.32609 -4.59436
41 H 1.47820 -4.42590 -2.09290
42 H 0.50926 -3.64686 -0.81423
43 H 2.30339 -3.68886 -0.67769
44 H 3.76312 -1.06960 -2.04961
45 H 3.04092 -1.39706 -0.44970
46 H 2.55303 0.02829 -1.37949
47 C -0.50236 0.77649 -2.54629
48 C 0.44332 1.67254 -1.93050
49 C 1.58425 2.02155 -2.62427
50 C 1.80623 1.57092 -3.93607
51 C 0.79665 0.88540 -4.61521
52 C -0.37939 0.56749 -3.97512
53 O -1.39442 0.15453 -1.87818
54 H 0.27537 -1.52138 -2.45674
55 H 0.14308 2.15337 -0.99769
56 H 2.29196 2.70646 -2.17207
57 H 2.73563 1.79902 -4.44037
58 H 0.90328 0.63632 -5.67192
59 H -1.26983 0.19825 -4.49854
60 C 0.02595 4.39900 3.73785
61 N -0.81940 3.51286 2.93015
62 C -2.15708 3.77213 2.85421
63 C -2.98619 3.01331 2.07184
64 C -2.40741 1.94990 1.35308
65 N -1.15780 1.55345 1.64286
66 C -0.31695 2.36503 2.38138
67 O 0.88674 2.04251 2.47596
68 N -3.06962 1.22337 0.40628
69 H 1.07446 4.27343 3.45922
70 H -0.09930 4.18374 4.80584
71 H -0.28620 5.43147 3.55454
72 H -2.44266 4.65710 3.41384
73 H -4.03899 3.27866 1.95004
74 H -4.04886 1.49853 0.27727
75 H -2.56874 0.92798 -0.45124